Computed, not measured: a cluster of 2 separate species, C12H26NO4S in total, with ωB97M-V/def2-TZVPD.

The geometry in ORCA input format:
```
! wB97M-V def2-TZVPD RIJCOSX def2/J DEFGRID3
* xyz 1 1
O 2.67 -0.30 1.81
S 2.89 -0.41 0.40
O 1.83 -0.11 -0.51
O 4.06 0.58 -0.02
C 3.56 -2.05 0.06
C 2.80 -2.82 -1.03
C 1.60 -3.65 -0.52
C 0.23 -3.23 -1.06
C -0.45 -2.15 -0.22
C -1.22 -1.06 -0.96
C -2.12 -0.41 0.10
N -1.96 -1.30 1.33
C -1.48 -2.63 0.79
H 4.70 0.67 0.70
H 4.60 -1.89 -0.21
H 3.53 -2.56 1.01
H 3.53 -3.49 -1.50
H 2.48 -2.12 -1.81
H 1.58 -3.62 0.58
H 1.77 -4.70 -0.77
H 0.33 -2.87 -2.08
H -0.42 -4.11 -1.12
H 0.32 -1.63 0.37
H -1.84 -1.48 -1.76
H -0.54 -0.34 -1.41
H -3.17 -0.44 -0.18
H -1.86 0.60 0.38
H -1.23 -0.91 1.93
H -2.81 -1.36 1.88
H -1.10 -3.25 1.60
H -2.34 -3.10 0.31
C -1.68 5.38 0.11
C -1.08 4.33 -0.83
C -0.82 3.19 0.15
O -1.84 3.26 1.14
C -2.52 4.51 1.04
H -2.27 6.13 -0.41
H -0.89 5.89 0.67
H -1.81 4.03 -1.58
H -0.18 4.66 -1.34
H 0.17 3.29 0.62
H -0.86 2.21 -0.33
H -3.52 4.34 0.62
H -2.63 4.93 2.04
*
```

* E: -1226.4921 Eh
* ΔE to the lowest compared entry with this formula, charge and spin: 0.00 kcal per mole
* molar mass: 280.410 g mol⁻¹



Computed, not measured: the ion C4H11NO2 with charge +1 in a non-equilibrium geometry, with ωB97M-V/def2-TZVPD.

The geometry in ORCA input format:
```
! wB97M-V def2-TZVPD RIJCOSX def2/J DEFGRID3
* xyz 1 2
C -0.22 0.52 2.33
N 0.51 0.01 1.24
C -0.08 0.11 -0.10
C -0.91 -1.16 -0.36
O -1.74 -1.04 -1.49
C 1.05 0.24 -1.12
O 0.51 0.63 -2.34
H -0.46 1.58 2.12
H -1.26 0.16 2.38
H 0.24 0.46 3.31
H 1.37 0.57 1.25
H -0.62 1.05 -0.11
H -0.24 -2.02 -0.49
H -1.51 -1.40 0.52
H -1.20 -0.63 -2.18
H 1.75 1.01 -0.74
H 1.64 -0.67 -1.15
H 1.16 0.58 -3.06
*
```

* ⟨S²⟩: 0.754
* E: -363.8770 Eh
* ΔE to the lowest compared entry with this formula, charge and spin: 32.28 kcal per mole
* molar mass: 105.137 g mol⁻¹



Computed, not measured: a structure of composition C27H19Cl5N6Ru in a non-equilibrium geometry, with ωB97M-V/def2-TZVPD.

The geometry in ORCA input format:
```
! wB97M-V def2-TZVPD RIJCOSX def2/J DEFGRID3
* xyz 1 2
Ru 0.07 0.05 0.49
C -1.88 5.77 -3.06
C -1.87 4.53 -2.21
C -2.86 3.56 -2.32
C -2.81 2.40 -1.59
C -1.77 2.13 -0.68
N -1.70 0.90 -0.05
C -2.90 0.16 0.15
C -3.90 0.71 0.95
C -5.04 0.01 1.29
C -5.24 -1.29 0.85
C -6.46 -2.08 1.25
C -4.27 -1.85 0.01
C -3.14 -1.14 -0.35
N -2.17 -1.70 -1.29
C -2.20 -3.16 -1.54
C -1.36 -4.12 -1.04
C -0.26 -3.85 -0.18
N -0.94 -1.54 -0.60
C -0.81 3.14 -0.53
C -0.86 4.30 -1.30
N 0.23 3.07 0.46
C 0.86 4.13 1.01
C 1.77 3.66 1.94
C 1.63 2.28 1.90
N 0.70 1.94 1.01
H -2.90 6.09 -3.28
H -1.39 5.59 -4.02
H -1.36 6.60 -2.58
H -3.68 3.71 -3.02
H -3.57 1.64 -1.73
H -3.74 1.71 1.34
H -5.79 0.47 1.92
H -7.36 -1.47 1.19
H -6.37 -2.42 2.29
H -6.59 -2.96 0.63
H -4.41 -2.86 -0.37
H -2.99 -3.41 -2.23
H -1.52 -5.12 -1.41
H -0.07 -2.27 1.37
H -0.07 5.04 -1.20
H 0.60 5.14 0.75
H 2.43 4.24 2.56
H 2.14 1.52 2.47
Cl 3.71 1.29 -0.51
C 3.37 -0.40 -0.29
C 2.08 -0.76 0.01
C 1.81 -2.17 0.05
Cl 0.10 -2.35 0.07
C 2.89 -3.09 0.05
Cl 2.62 -4.84 0.37
C 4.17 -2.69 -0.25
Cl 5.44 -3.83 -0.36
C 4.40 -1.32 -0.45
Cl 5.97 -0.81 -0.88
N -0.41 -1.21 3.29
C -0.21 -0.55 2.34
H -0.58 -1.78 4.09
*
```

* ⟨S²⟩: 0.794
* E: -3763.7901 Eh
* ΔE to the lowest compared entry with this formula, charge and spin: 424.83 kcal per mole
* molar mass: 705.826 g mol⁻¹



Computed, not measured: a cluster of 3 separate species, C18H27N4O7 in total in a non-equilibrium geometry, with ωB97M-V/def2-TZVPD.

The geometry in ORCA input format:
```
! wB97M-V def2-TZVPD RIJCOSX def2/J DEFGRID3
* xyz 1 1
N -0.46 -0.24 2.03
C -1.24 -0.54 0.95
N -2.42 0.17 0.31
C -2.72 -0.78 -0.83
N -1.76 -1.99 -0.76
C -1.75 -3.16 -1.75
C -1.55 -2.44 -3.25
O -2.32 -2.74 -4.30
C -0.34 -1.28 -3.28
C -0.62 0.34 -3.33
C 0.65 1.40 -3.31
C 2.19 0.80 -3.21
C 2.47 -0.85 -3.17
C 1.21 -1.91 -3.20
N -0.86 -1.85 0.30
H 0.33 -0.84 2.34
H -0.71 0.59 2.61
H -3.58 -0.59 -1.63
H -2.72 -3.82 -1.69
H -0.75 -3.76 -1.54
H -1.74 0.69 -3.38
H 0.42 2.57 -3.34
H 3.07 1.56 -3.15
H 3.56 -1.28 -3.09
H 1.37 -3.09 -3.16
H -0.12 -2.55 0.49
C -6.86 2.39 5.09
C -7.63 3.05 3.96
O -6.75 3.42 2.90
C -6.36 2.42 2.07
O -6.71 1.25 2.15
O -5.51 2.93 1.15
C -4.96 1.96 0.27
H -6.03 3.03 5.42
H -7.51 2.19 5.94
H -6.41 1.44 4.77
H -8.10 3.97 4.33
H -8.43 2.40 3.59
H -5.74 1.36 -0.21
H -4.26 1.32 0.81
H -4.41 2.48 -0.52
C 9.01 -0.98 -1.26
C 8.25 -2.00 -0.43
O 7.63 -1.38 0.70
C 6.48 -0.72 0.44
O 5.93 -0.61 -0.65
O 6.04 -0.16 1.59
C 4.88 0.65 1.44
H 9.71 -0.42 -0.63
H 9.56 -1.47 -2.07
H 8.33 -0.25 -1.71
H 8.96 -2.75 -0.04
H 7.52 -2.55 -1.04
H 4.08 0.11 0.94
H 5.13 1.57 0.90
H 4.53 0.93 2.44
*
```

* E: -1447.0868 Eh
* ΔE to the lowest compared entry with this formula, charge and spin: 300.05 kcal per mole
* molar mass: 411.435 g mol⁻¹



Computed, not measured: a structure of composition C14H21CaN7 in a non-equilibrium geometry, with ωB97M-V/def2-TZVPD.

The geometry in ORCA input format:
```
! wB97M-V def2-TZVPD RIJCOSX def2/J DEFGRID3
* xyz 2 1
Ca 9.72 4.43 -14.40
C 12.88 0.55 -9.82
C 12.06 1.71 -10.28
N 11.44 2.62 -10.72
H 13.84 0.87 -9.40
H 13.09 -0.03 -10.72
H 12.27 -0.03 -9.13
C 15.58 9.11 -14.38
C 14.60 8.06 -14.17
N 13.76 7.29 -14.01
H 16.46 8.79 -14.93
H 15.87 9.42 -13.37
H 15.16 9.94 -14.95
C 4.01 5.10 -18.64
C 4.91 4.79 -17.52
N 5.60 4.61 -16.62
H 3.04 4.61 -18.52
H 4.49 4.90 -19.60
H 3.72 6.15 -18.57
C 16.56 2.40 -15.62
C 15.20 2.14 -15.26
N 14.05 1.90 -15.04
H 16.57 2.52 -16.70
H 17.03 1.45 -15.37
H 16.88 3.25 -15.01
C 10.85 5.52 -21.42
C 10.81 5.28 -19.97
N 10.75 5.12 -18.79
H 11.84 5.28 -21.81
H 10.59 6.58 -21.51
H 9.99 4.99 -21.83
C 7.49 11.24 -12.91
C 7.89 9.90 -13.35
N 8.18 8.85 -13.73
H 7.28 11.90 -13.76
H 8.21 11.71 -12.24
H 6.55 11.15 -12.35
C 10.24 -1.98 -16.92
C 9.67 -0.97 -16.07
N 9.19 -0.14 -15.38
H 11.15 -1.68 -17.43
H 9.40 -2.31 -17.54
H 10.58 -2.80 -16.29
*
```

* E: -1606.2944 Eh
* ΔE to the lowest compared entry with this formula, charge and spin: 178.94 kcal per mole
* molar mass: 327.449 g mol⁻¹



Computed, not measured: a structure of composition C7H3NO5SeTc, with ωB97M-V/def2-TZVPD.

The geometry in ORCA input format:
```
! wB97M-V def2-TZVPD RIJCOSX def2/J DEFGRID3
* xyz 0 2
Tc 0.34 -0.56 -0.50
O 0.11 5.39 0.88
C 0.10 4.07 0.61
C -1.00 3.44 0.02
C -0.88 2.09 -0.23
N 0.23 1.43 0.06
C 1.26 2.00 0.67
C 1.25 3.35 0.96
C 2.31 0.98 1.01
O 3.34 1.24 1.58
O 1.93 -0.25 0.65
C -1.96 1.18 -0.77
O -3.06 1.57 -1.05
O -1.54 -0.08 -0.84
H -0.72 5.79 0.61
H -1.92 3.94 -0.22
H 2.09 3.81 1.45
Se 1.09 -1.45 -2.32
*
```

* ⟨S²⟩: 0.836
* E: -3181.7697 Eh
* ΔE to the lowest compared entry with this formula, charge and spin: 0.00 kcal per mole
* molar mass: 358.063 g mol⁻¹